The following is a DFT calculation (ωB97M-V with the def2-TZVPD basis set) of a cluster of 6 separate species, C11H34O10 in total at a distorted geometry.

XYZ file:
```
55
Properties=species:S:1:pos:R:3:forces:R:3
C -1.64563 -1.01118 -1.89561 -0.069 0.259 -2.058
O -2.50324 -1.66397 -1.08347 -1.385 -2.178 3.280
H -1.46473 -1.65612 -2.75550 0.240 0.358 -0.669
H -2.25052 -0.14462 -2.16260 1.368 0.963 -0.717
H -0.65970 -0.88118 -1.44935 -0.355 0.539 0.372
H -3.37380 -1.78965 -1.46809 0.191 0.106 -0.176
C -7.97700 -1.17629 -0.00530 -0.339 0.395 -0.179
C -8.98199 -1.27601 1.13800 0.628 -0.670 0.044
O -9.98520 -2.18073 0.84605 -1.245 -1.394 -0.667
O -7.36176 -2.38686 -0.45038 0.267 0.323 0.460
H -7.26460 -0.46901 0.41936 0.667 -0.108 -0.278
H -8.34206 -0.74411 -0.93699 -0.530 0.299 0.270
H -9.48564 -0.36312 1.45591 0.768 0.650 -0.256
H -8.41273 -1.70100 1.96469 0.290 0.363 0.432
H -10.31512 -2.54875 1.66904 -0.138 -0.038 -0.091
H -7.66727 -3.17449 0.00560 -0.339 0.191 0.256
C 4.33051 3.61036 3.56494 0.135 0.357 -0.262
C 2.88755 3.87846 3.14546 0.508 -0.901 0.180
O 2.56029 3.26781 1.83538 0.550 0.941 1.789
O 4.48366 2.31893 4.18366 -0.244 1.026 -0.696
H 4.61961 4.40017 4.25827 -0.022 -0.277 0.402
H 5.00859 3.72878 2.71979 0.060 -0.205 -0.243
H 2.69238 4.94467 3.26035 -0.166 0.142 -1.000
H 2.37653 3.44262 4.00395 -0.798 -0.379 -0.384
H 1.79844 2.69397 1.94442 -0.160 0.064 0.102
H 4.05118 1.77822 3.51868 0.101 -0.799 0.102
C 6.04745 -3.66004 1.18639 0.327 -0.395 1.908
C 5.92590 -2.16407 1.29348 2.027 -0.612 -0.409
O 4.62836 -1.67470 1.30635 -0.902 0.033 0.213
O 5.55019 -4.19063 0.03695 -1.375 -0.586 -1.707
H 5.54556 -4.07379 2.06104 -0.216 -0.322 0.276
H 7.06470 -4.04944 1.22718 0.378 0.710 0.305
H 6.54541 -1.83696 0.45842 -0.185 0.864 -0.099
H 6.43834 -1.93421 2.22765 -0.099 0.552 0.093
H 4.35664 -1.30129 0.46472 0.283 -0.088 -0.109
H 4.59751 -4.12752 0.13702 -0.253 -0.122 -0.499
C 2.81113 -0.75361 -5.69649 1.900 -1.822 0.949
C 3.92923 -0.45094 -4.57346 -0.493 -0.945 -2.523
O 3.47835 -0.09297 -3.30457 -0.383 0.182 -0.316
O 1.98642 0.29592 -5.89602 -1.658 2.975 0.500
H 2.20884 -1.62569 -5.44192 0.209 -0.454 0.211
H 3.30995 -0.91665 -6.65185 0.684 -0.653 0.185
H 4.56170 0.25942 -5.10589 0.112 0.829 0.559
H 4.57774 -1.32110 -4.47162 -0.293 -0.282 0.035
H 2.71279 0.46048 -3.47546 -0.207 0.333 0.342
H 1.52328 0.26258 -6.73626 0.127 -0.175 0.093
C -2.93306 3.30241 1.08823 -1.317 0.332 0.695
C -2.94497 1.99488 1.90783 -1.873 1.566 0.906
O -1.72145 1.46519 1.82023 3.468 -2.315 -1.022
H -3.86925 3.86010 1.11321 -0.413 -0.250 0.017
H -2.70955 3.15859 0.03113 0.279 -0.249 0.127
H -2.24900 4.01656 1.54665 0.457 -0.333 -0.158
H -3.66434 1.20887 1.67805 -0.682 0.457 -0.589
H -3.03879 2.10137 2.98855 -0.760 1.012 0.090
H -1.78678 0.89043 1.05408 0.875 -0.267 -0.088
```
Forces are in eV/Å.

Values from the calculation:
Relative energy (zero: lowest compared OMol25 entry of this formula, charge and spin) in kcal per mole: 84.0
Molecular weight in g mol⁻¹: 326.383
SMILES string: OCCO.OCCO.OCCO.OCCO.CCO.CO
Electronic energy in a.u.: -1191.70328

=====

The following is a DFT calculation (ωB97M-V with the def2-TZVPD basis set) of a structure of composition C67H133BN7O17V at a distorted geometry.

XYZ file:
```
226
Properties=species:S:1:pos:R:3:forces:R:3
O 6.95100 2.64959 -3.66021 0.831 -2.515 3.110
V 7.23975 1.63874 -2.45079 0.893 -2.548 -5.438
O 7.89728 0.27051 -3.12507 -2.213 4.873 2.413
O 0.70553 -1.31937 3.97172 -0.909 -0.548 0.465
C 0.60819 -1.40983 2.78467 1.171 -1.730 1.501
O 1.15471 -0.54054 1.99722 -0.376 1.173 -2.014
B 0.85550 -0.89984 0.59749 0.820 -1.039 1.324
O 0.26069 -2.23463 0.67326 -0.267 -0.523 -1.081
C 0.17432 -2.67413 1.90159 -1.917 -1.515 2.707
O -0.24928 -3.76364 2.33464 1.582 3.404 -1.778
O 2.11617 -0.96552 -0.13356 1.189 0.094 -0.309
C 2.23423 0.06778 -0.91378 -1.463 0.231 -0.829
O 3.15274 0.35024 -1.63956 0.617 0.319 0.207
C 0.77021 0.78097 -0.91780 2.008 1.997 -2.645
O 0.08476 0.08719 -0.08930 -2.295 0.529 0.309
O 0.47540 1.72427 -1.65498 0.282 -2.210 2.036
C 6.26333 -5.54616 -2.16164 0.739 -2.032 0.977
C 5.81209 -6.42786 -3.35571 -2.032 0.623 0.247
C 5.25273 -5.30247 -4.33393 -0.366 -0.632 -0.350
C 6.19186 -4.77180 -5.40176 0.511 -0.702 0.608
C 6.85322 -6.02473 -5.99029 -0.397 1.014 -0.117
C 7.63131 -6.88562 -5.00322 2.371 1.191 0.086
N 6.74317 -7.35806 -3.97566 -1.050 0.710 -1.187
O 7.38778 -8.25640 -3.10106 -0.194 0.294 0.052
C 8.29870 -8.04401 -5.74058 -0.044 -0.566 -0.013
C 8.84779 -6.13817 -4.35961 -0.466 1.676 -0.378
C 4.55133 -7.33691 -2.86200 1.465 2.307 0.138
H 5.42775 -4.99350 -1.73216 0.084 0.128 -0.306
H 7.15033 -4.93218 -2.31772 -0.250 0.221 -0.409
H 6.55721 -6.25480 -1.38732 0.211 0.044 0.400
H 4.36803 -5.71030 -4.82289 -0.194 0.117 -0.024
H 4.98813 -4.45009 -3.70819 -0.541 -0.328 0.034
H 6.83914 -4.04261 -4.91452 0.666 -0.222 -0.135
H 5.71010 -4.18974 -6.18739 -0.421 -0.229 0.024
H 7.42887 -5.74048 -6.87116 0.359 -0.347 0.078
H 5.99347 -6.60631 -6.32302 0.091 -0.360 -0.334
H 9.27699 -8.23242 -5.29834 -0.273 -0.571 0.294
H 7.63376 -8.90667 -5.69875 0.236 -0.298 -0.181
H 8.55521 -7.85313 -6.78263 -0.450 0.352 -0.090
H 9.14374 -6.57457 -3.40563 0.148 -0.205 -0.303
H 9.67958 -5.95704 -5.04035 0.304 -0.983 -0.160
H 8.64327 -5.08056 -4.19306 -0.664 0.109 0.591
H 4.11812 -7.96799 -3.63799 0.453 -0.113 0.084
H 3.79891 -6.60760 -2.56188 -0.255 -0.103 0.099
H 4.88876 -7.82777 -1.94914 -0.233 -0.527 -0.264
H 7.18990 -9.05429 -3.59685 0.183 -0.556 0.544
C 6.62368 -5.06423 9.46739 -0.082 0.342 -0.874
C 5.57098 -5.31884 8.29458 0.109 1.820 -1.551
C 5.51605 -6.81958 7.90138 0.870 -0.002 0.848
C 4.77749 -7.74038 8.83633 -0.356 1.068 -0.805
C 3.37909 -7.10318 8.83586 -0.354 0.813 1.282
C 3.26274 -5.56691 9.26538 -1.676 -0.323 -0.760
N 4.19764 -4.73025 8.45537 0.488 -2.269 0.533
O 4.16002 -3.37399 8.85003 0.442 -0.749 -0.228
C 1.88104 -5.02755 8.80607 -0.199 -0.056 0.121
C 3.37788 -5.50169 10.76268 1.638 0.525 0.488
C 6.06935 -4.59793 6.92078 0.104 0.359 0.269
H 6.65785 -4.05641 9.88117 -0.440 0.448 -0.499
H 7.59359 -5.15798 8.97893 0.160 -0.245 0.183
H 6.63040 -5.63969 10.39308 -0.452 -0.781 -0.416
H 4.98909 -7.03279 6.97136 0.610 0.756 -0.500
H 6.57337 -7.08431 7.89280 0.097 -0.210 -0.700
H 5.27366 -7.89122 9.79506 -0.377 0.501 0.381
H 4.76058 -8.74295 8.40888 -0.249 -0.027 -0.169
H 2.85893 -7.74612 9.54591 -1.023 0.552 -0.046
H 2.83445 -6.99702 7.89768 0.495 -1.258 -0.469
H 1.06468 -5.68955 9.09488 -0.005 -0.140 0.022
H 1.64742 -4.04069 9.20564 0.261 -0.040 0.408
H 1.84860 -4.84694 7.73162 0.142 -0.457 -0.108
H 2.62938 -5.96666 11.40427 -0.317 -0.111 -0.614
H 4.32241 -6.01343 10.94740 0.157 0.026 0.687
H 3.48708 -4.47043 11.09834 -0.054 0.112 0.155
H 6.73510 -5.16238 6.26787 0.247 -0.586 0.527
H 6.54575 -3.61998 6.98976 0.251 0.034 0.880
H 5.25995 -4.32995 6.24168 -0.656 -0.520 0.463
H 4.63854 -3.37193 9.68228 0.179 0.419 0.496
C -1.13690 2.53321 8.20516 0.102 1.038 0.082
C -1.34468 4.00309 7.71241 1.426 0.278 -1.124
C -0.86893 5.04175 8.69163 -0.137 1.661 1.575
C -0.73533 6.53699 8.20871 0.047 -2.015 0.480
C 0.08935 6.49990 6.96246 -0.573 2.798 -1.140
C -0.35738 5.63058 5.82142 -0.390 -2.632 0.139
N -0.38133 4.23984 6.48824 0.264 1.021 1.892
O -0.44313 3.19203 5.60853 -0.520 -0.160 -0.791
C -1.77259 5.98466 5.19315 2.118 0.287 -0.285
C 0.78326 5.68946 4.73630 -0.193 -0.238 1.208
C -2.83764 4.21135 7.47607 -0.750 0.387 -0.372
H -0.08310 2.28637 8.33431 0.081 -0.227 -1.118
H -1.76513 1.94228 7.53865 0.773 -0.616 0.002
H -1.45635 2.31340 9.22386 -0.809 0.717 0.129
H -1.54564 5.05767 9.54598 -0.145 -0.255 0.224
H 0.11510 4.82194 9.10567 0.094 -0.449 -0.193
H -0.20448 7.10630 8.97174 0.086 -0.132 0.121
H -1.66069 7.09714 8.07447 -0.321 -0.432 -0.178
H 1.16462 6.46236 7.13709 -0.109 -0.503 0.083
H -0.10629 7.48819 6.54640 0.620 0.652 -0.237
H -2.18980 5.14450 4.63803 -0.286 -0.314 0.588
H -2.42583 6.45134 5.93042 -0.159 -0.218 -0.368
H -1.53910 6.64256 4.35604 -0.273 0.660 0.222
H 0.64237 5.00274 3.90163 -0.120 0.268 -0.015
H 0.99090 6.72013 4.44875 -0.779 0.156 -0.479
H 1.74188 5.47588 5.20908 -0.089 -0.721 0.207
H -3.43899 3.59229 8.14185 0.144 -0.040 0.163
H -3.22789 4.01991 6.47650 0.355 -0.369 -0.199
H -3.13080 5.24590 7.65463 0.058 0.063 0.154
H -1.33451 3.28439 5.26426 -0.504 -0.646 -0.777
C 4.70493 10.58813 -0.94529 -1.285 0.423 -0.195
C 3.51927 9.92672 -1.75959 1.557 0.488 -1.485
C 3.97593 8.48625 -2.00314 -0.329 -2.367 2.588
C 2.95205 7.52272 -2.54179 -2.654 1.718 -0.833
C 1.56106 7.71803 -1.83477 1.866 0.940 0.749
C 1.10859 9.22628 -1.53197 -0.051 0.452 -2.073
N 2.26592 10.06164 -1.02232 0.344 -3.022 -0.173
O 1.91870 11.39027 -0.80821 -0.256 0.598 -0.710
C 0.36784 9.90940 -2.79550 1.440 0.109 0.952
C 0.11340 9.18214 -0.44558 -1.653 -0.345 1.143
C 3.53713 10.48029 -3.19739 1.475 2.127 -0.263
H 5.63548 10.62124 -1.51193 -0.071 -0.393 0.012
H 4.83359 10.10102 0.02130 0.060 -0.258 -0.127
H 4.46650 11.62693 -0.71693 -0.126 0.093 -0.095
H 4.91684 8.31562 -2.52630 0.054 0.951 -0.200
H 4.15902 8.07906 -1.00877 0.419 0.001 0.503
H 3.10290 6.44321 -2.53913 0.801 0.197 0.045
H 2.76236 7.86481 -3.55918 0.024 -0.562 -0.527
H 1.69472 7.29835 -0.83773 -0.148 -0.218 0.207
H 0.88229 7.05303 -2.36878 -0.664 0.695 0.095
H -0.00482 10.90047 -2.53662 -0.008 -0.033 0.415
H 1.13934 10.12953 -3.53336 -0.393 -0.451 -0.435
H -0.49095 9.35719 -3.17713 0.348 -0.352 -0.025
H -0.50407 10.07924 -0.40039 0.095 0.131 -0.013
H -0.57300 8.35665 -0.63399 -0.203 -0.028 -0.045
H 0.49956 9.00800 0.55875 0.426 -0.039 -0.076
H 4.58846 10.71399 -3.36531 0.418 -0.361 -0.184
H 3.19160 11.50904 -3.29917 -0.928 -0.103 0.082
H 3.29160 9.89213 -4.08165 -0.645 -0.276 0.514
H 1.81131 11.47664 0.14185 0.082 -0.138 0.153
C -0.77940 6.70729 -11.22260 -0.719 -0.611 -0.465
C -0.11097 6.09385 -10.00293 1.939 0.097 0.770
C -0.96837 6.32609 -8.79279 -1.108 -0.658 1.502
C -0.53581 5.68729 -7.40134 -1.549 -1.503 -1.372
C -0.42986 4.13125 -7.61419 0.937 1.940 -0.364
C 0.35462 3.76116 -8.89710 0.953 -0.678 0.214
N 0.06648 4.62396 -10.07236 -2.180 1.036 2.018
O 0.44360 4.16181 -11.31636 0.095 -0.439 -0.261
C 1.88994 3.80621 -8.69047 1.045 0.078 0.047
C -0.10929 2.32320 -9.09239 -0.394 -0.667 -1.799
C 1.19541 6.84583 -9.79810 0.498 -0.355 0.118
H -1.58338 6.03618 -11.52479 -0.471 0.266 -0.001
H -0.20676 6.87445 -12.13487 0.635 -0.337 0.315
H -1.16144 7.69391 -10.96043 -0.260 -0.131 0.138
H -1.35518 7.33149 -8.62653 0.771 0.441 -0.249
H -1.88431 5.82265 -9.10215 -0.405 -0.407 0.501
H -1.46278 5.73161 -6.82962 0.217 0.631 0.503
H 0.28188 6.09310 -6.80569 0.057 0.293 -0.517
H -1.43062 3.69997 -7.63844 0.005 0.232 -0.223
H 0.08021 3.65631 -6.77612 0.084 -0.016 0.030
H 2.38865 3.98045 -9.64390 -0.220 0.504 -0.154
H 2.21566 4.55906 -7.97269 -0.240 0.482 -0.189
H 2.48530 2.95277 -8.36597 -0.884 -0.814 0.397
H 0.04937 1.96380 -10.10913 0.519 0.020 -0.154
H 0.35845 1.58218 -8.44415 0.004 0.378 0.269
H -1.19434 2.25335 -9.01561 -0.046 0.018 0.345
H 1.93550 6.48253 -10.51112 0.036 0.460 -0.289
H 1.62607 6.65116 -8.81590 -0.114 0.108 0.112
H 0.95937 7.90620 -9.88751 0.493 0.107 -0.121
H -0.44872 3.92689 -11.58126 0.306 -0.474 -1.103
C -5.34248 -6.92370 1.52739 -0.271 -0.089 -0.707
C -6.46889 -7.93886 1.13877 0.665 -0.244 1.471
C -7.78721 -7.56951 1.96478 3.178 -0.283 -0.305
C -9.01919 -8.06466 1.34710 -1.613 -0.426 1.412
C -9.18867 -7.63896 -0.04178 1.201 1.911 -1.540
C -8.07052 -8.11961 -0.96556 -0.325 -1.957 0.289
N -6.78292 -7.79709 -0.29332 -0.627 1.357 -0.184
O -5.68312 -8.09807 -1.10519 0.257 -0.735 -0.074
C -8.24969 -9.61699 -1.09316 0.693 -1.680 0.241
C -8.17599 -7.57036 -2.40173 0.758 0.963 0.331
C -5.93024 -9.33936 1.63167 -1.563 -0.397 -0.893
H -4.99086 -7.09024 2.54558 -0.396 0.203 0.141
H -5.67901 -5.90107 1.35693 -0.165 0.100 0.345
H -4.43581 -7.00278 0.92754 -0.108 -0.441 -0.267
H -7.81606 -7.92436 2.99500 0.841 -0.445 0.036
H -7.76035 -6.49063 2.11772 -0.388 0.243 -0.541
H -9.66211 -7.55998 2.06824 -1.410 -0.225 -0.602
H -9.19991 -9.13282 1.46750 0.286 -0.115 0.215
H -8.85438 -6.60151 -0.03256 -1.190 0.851 -0.034
H -10.15484 -7.80163 -0.51941 -0.005 0.121 0.206
H -9.16860 -9.95246 -1.57398 -0.129 0.338 -0.132
H -7.42280 -10.11423 -1.60018 0.122 0.259 -0.426
H -8.21891 -10.10892 -0.12096 -0.212 0.145 0.199
H -9.11120 -7.77982 -2.92097 -0.002 -0.598 0.327
H -8.10457 -6.48545 -2.47911 0.151 0.273 0.438
H -7.32344 -7.94877 -2.96571 -0.235 -0.215 -0.179
H -6.74611 -10.06052 1.58303 -0.512 0.016 0.354
H -5.62534 -9.29231 2.67710 0.277 0.072 -0.210
H -5.23791 -9.88081 0.98699 0.704 0.804 0.027
H -5.41417 -7.26366 -1.49639 0.020 0.210 0.064
C -6.79902 -1.20990 -0.41147 0.763 -0.608 -0.082
C -7.33739 0.13910 -0.02408 -1.476 -0.288 0.489
C -6.44387 0.60246 1.14598 0.163 0.438 1.021
C -5.04136 1.20912 0.93475 -0.884 0.135 -1.477
C -5.24245 2.18167 -0.22398 0.426 1.837 0.792
C -6.13145 1.80651 -1.44159 2.413 0.325 -0.763
N -7.42073 1.18365 -1.08166 2.138 0.365 1.661
O -8.12148 0.69545 -2.19649 -0.026 0.208 -0.169
C -6.32364 3.11820 -2.24589 -1.205 -1.305 -0.527
C -5.10119 0.95703 -2.29255 -0.395 -1.073 0.296
C -8.87353 -0.03500 0.45298 1.647 0.475 0.552
H -7.44861 -1.80924 -1.04939 0.276 0.124 -0.219
H -6.57681 -1.75927 0.50337 -0.670 -0.261 0.144
H -5.77442 -1.09769 -0.76601 -0.245 -0.111 -0.774
H -7.06874 1.34475 1.64261 0.317 0.277 0.409
H -6.19014 -0.17852 1.86277 -1.113 -0.483 -0.004
H -4.20069 0.54249 0.74254 -0.462 -0.730 -0.375
H -4.71487 1.64636 1.87833 -0.302 0.600 -0.112
H -4.29856 2.54701 -0.62859 0.311 -0.583 -0.363
H -5.53081 3.14783 0.19012 -0.992 0.034 0.298
H -5.36652 3.60392 -2.43589 -0.261 0.265 0.363
H -6.73045 2.83155 -3.21565 0.241 -0.136 -0.362
H -7.15192 3.71850 -1.86950 0.523 0.466 0.623
H -5.57149 0.42834 -3.12164 -0.007 0.020 -0.043
H -4.19029 1.44454 -2.63996 -0.561 1.046 -0.332
H -4.57738 0.23034 -1.67155 -0.548 -0.466 0.228
H -8.94153 -0.73810 1.28312 0.064 -0.580 -0.360
H -9.52692 -0.28853 -0.38181 0.182 -0.243 0.147
H -9.24277 0.87136 0.93286 0.131 0.445 -0.386
H -8.89600 1.25044 -2.07949 -0.415 -0.209 -0.671
```
Forces are in eV/Å.

Values from the calculation:
Molecular weight in g mol⁻¹: 1370.589
Electronic energy in a.u.: -5263.25152

=====

The lowest electronic energy belongs to which entry? C67H133BN7O17V